Density functional theory data (ωB97M-V/def2-TZVPD) for a cluster of 16 separate species, C87H219N13O29 in total in a non-equilibrium geometry.

The geometry in XYZ format:
```
348
Properties=species:S:1:pos:R:3:forces:R:3
C 8.487497 2.193012 -6.843433 1.536 0.890 -1.134
O 7.299838 1.718329 -6.373922 -1.192 -0.988 -0.333
C 6.796079 0.693474 -7.225145 0.682 -0.345 -0.247
C 5.593301 0.146343 -6.603883 -1.102 -0.579 0.045
N 5.794037 -0.444894 -5.311360 0.280 -0.179 -0.294
C 4.676245 -1.177305 -4.760137 0.662 -0.445 0.734
C 5.083268 -1.894134 -3.471283 -0.572 0.570 -0.108
O 5.349292 -0.956139 -2.454789 0.053 1.162 -0.514
C 5.669718 -1.433289 -1.170321 -0.942 -2.460 -1.557
H 9.250002 1.406040 -6.904688 0.034 0.051 0.043
H 8.853428 3.003876 -6.232386 0.046 0.080 0.602
H 8.394477 2.656383 -7.841364 -0.096 -0.297 -0.033
H 7.513654 -0.127430 -7.434640 0.194 0.581 0.398
H 6.414041 1.019156 -8.203443 0.651 0.729 -0.047
H 5.231429 -0.582219 -7.340631 -0.336 -0.127 0.377
H 4.916432 0.999623 -6.598194 -0.770 0.095 0.156
H 6.165836 0.268403 -4.706795 -0.059 -0.022 0.490
H 4.392271 -1.958289 -5.460987 -0.103 -0.099 -0.212
H 3.772788 -0.609214 -4.541859 -0.214 0.548 -0.009
H 5.894344 -2.559440 -3.674895 1.122 -0.282 -0.043
H 4.275015 -2.542144 -3.176787 -0.780 -0.372 0.351
H 4.865311 -2.125687 -0.865314 -0.123 0.289 0.408
H 5.776048 -0.641776 -0.484265 0.247 0.875 0.524
H 6.523041 -2.100407 -1.250097 0.682 0.252 0.354
C -1.683873 0.250210 2.312230 1.620 0.974 -0.631
O -2.976101 0.484759 2.658134 -2.351 0.146 0.576
C -3.834227 -0.611140 2.298441 0.244 0.478 -0.663
C -5.009145 -0.660495 3.220931 -0.190 0.780 0.092
N -6.024001 -1.643856 2.809689 1.204 0.569 0.878
C -6.583691 -1.378022 1.506349 0.533 -0.331 -0.487
C -7.985431 -1.879125 1.465587 -0.016 0.200 -0.117
O -8.740828 -0.973694 2.262862 0.633 -0.423 -0.195
C -10.087997 -0.994156 1.914668 0.014 -0.322 -0.069
H -1.294037 -0.554648 2.918064 0.704 -0.380 0.125
H -1.051915 1.173140 2.392407 -0.617 -0.712 0.498
H -1.633877 0.016106 1.265461 0.290 -0.573 -0.890
H -3.295303 -1.547797 2.330199 0.408 -0.394 -0.066
H -4.195265 -0.441124 1.270107 0.308 -0.315 0.150
H -5.382170 0.393230 3.170722 -0.226 -0.482 0.417
H -4.651744 -0.872333 4.241208 -0.350 0.040 -0.311
H -6.729800 -1.559790 3.520503 -0.528 -0.146 0.031
H -5.968010 -1.858451 0.747712 -0.048 -0.149 -0.110
H -6.569526 -0.319137 1.223010 -0.199 0.183 0.240
H -8.060001 -2.908581 1.841525 -0.007 0.066 0.227
H -8.336196 -1.921205 0.433051 -0.204 0.293 -0.154
H -10.448995 -2.045905 1.962380 -0.335 0.694 0.024
H -10.204299 -0.593089 0.897386 -0.264 -0.165 0.039
H -10.554613 -0.321289 2.623806 -0.587 -0.178 0.037
C -7.942691 -0.290843 -2.153257 0.664 0.217 1.219
O -6.669330 0.082252 -1.568571 -1.323 -0.765 -0.699
C -6.767636 1.355193 -1.000195 0.048 0.316 -0.275
C -5.365406 1.731473 -0.578969 -0.892 0.984 -0.276
N -4.458919 1.834547 -1.692583 0.381 -0.788 0.799
C -4.758539 2.831451 -2.659362 1.218 1.766 1.041
C -3.525821 3.184155 -3.456570 -0.732 -1.065 -0.527
O -3.899003 4.026115 -4.484235 -0.344 0.897 -0.933
C -2.909366 4.189689 -5.486619 -0.060 -0.039 1.376
H -8.729202 -0.253927 -1.358646 0.435 -0.263 -0.457
H -7.826426 -1.319389 -2.538918 -0.218 0.703 -0.084
H -8.203330 0.500591 -2.864674 -0.091 -0.524 -0.437
H -7.443799 1.345947 -0.138392 -0.135 0.017 0.089
H -7.173880 2.092353 -1.749564 0.290 -0.478 0.550
H -4.983887 0.997132 0.111204 0.121 -0.186 0.378
H -5.488519 2.696944 -0.084395 0.463 0.090 0.199
H -4.367100 0.894130 -2.050072 0.166 0.144 -0.696
H -4.982353 3.759437 -2.106556 -0.105 -0.148 0.125
H -5.588605 2.746091 -3.299725 -1.218 -0.851 -1.102
H -3.043507 2.306597 -3.853848 0.128 -0.893 -0.320
H -2.803722 3.623164 -2.837593 1.218 0.937 1.234
H -3.375904 4.832816 -6.213701 0.170 0.069 -0.536
H -2.660709 3.188509 -5.868452 0.237 0.340 -0.289
H -2.013024 4.694150 -5.043875 -0.356 -0.395 -0.465
C -3.470499 -4.593760 2.477435 -0.809 -1.105 -0.949
O -3.699238 -5.509466 1.349231 0.562 0.474 0.720
C -2.593867 -6.355110 1.011599 -1.253 -0.192 1.955
C -2.365094 -7.321154 2.216135 0.167 -0.609 -2.595
N -1.186318 -8.099084 1.812439 0.011 1.026 0.724
C -0.941476 -9.192933 2.721133 2.158 0.265 -0.082
C -0.260190 -8.796320 4.058454 -0.507 0.290 0.511
O -0.868617 -7.663248 4.706228 2.525 0.180 -1.881
C -2.020528 -7.884168 5.390267 -0.909 -0.387 0.513
H -3.211511 -5.070616 3.436451 -0.227 -0.209 -0.384
H -4.443423 -4.087170 2.579825 0.647 0.222 0.042
H -2.641062 -3.954658 2.221232 0.203 0.690 -0.116
H -1.683359 -5.803248 0.832429 0.519 0.623 0.099
H -2.806719 -6.846309 0.053698 -0.277 -0.212 0.495
H -3.166687 -8.043201 2.327833 -0.534 0.042 -0.307
H -2.289453 -6.838564 3.169494 0.317 0.615 0.195
H -0.418468 -7.438004 1.907070 0.350 -0.208 -0.243
H -0.139276 -9.766391 2.244259 -0.371 -0.616 -0.024
H -1.857508 -9.745893 2.744574 -0.375 -0.643 0.573
H 0.817896 -8.552011 3.902244 -0.920 0.212 -0.172
H -0.235112 -9.626494 4.774971 -0.189 -0.220 -0.110
H -1.776925 -8.497959 6.236724 -0.306 -0.662 0.777
H -2.813013 -8.383823 4.787876 0.196 0.520 0.368
H -2.278096 -6.898420 5.774768 -0.735 -0.094 -0.051
C -3.925725 4.028258 1.796352 -1.415 -0.968 -0.795
O -3.520275 4.625523 2.963392 -0.583 0.811 0.504
C -2.811907 3.720556 3.732660 2.141 -0.266 -0.207
C -2.651931 4.232509 5.129825 0.135 -0.467 -1.051
N -3.859829 4.045397 5.846376 -0.384 -0.208 -0.075
C -3.778476 4.645215 7.164465 -1.360 0.752 -0.949
C -5.127053 4.418579 7.828113 1.230 0.685 0.722
O -6.100417 4.850472 6.940047 -0.864 0.179 0.066
C -7.393154 4.361921 7.259808 -0.108 1.255 -0.829
H -3.081047 3.559069 1.262849 -0.128 0.146 -0.095
H -4.392978 4.818383 1.178987 0.127 -0.608 0.098
H -4.665055 3.181022 2.039820 0.774 1.081 -0.564
H -1.796879 3.653058 3.300441 0.064 -0.039 -0.017
H -3.179182 2.696527 3.650252 -0.565 -0.027 0.358
H -2.335697 5.269460 5.071496 0.206 0.530 0.029
H -1.846549 3.657596 5.549922 0.520 -0.129 0.508
H -4.618237 4.412140 5.249514 0.319 -0.088 1.041
H -3.631782 5.763994 7.028460 0.297 -0.982 0.672
H -3.000120 4.138216 7.747655 0.027 0.446 -0.135
H -5.090949 4.985196 8.791398 -0.563 -0.355 -0.386
H -5.274703 3.368179 8.007100 0.088 -0.684 0.356
H -7.493499 3.289068 7.141920 0.271 -0.378 0.506
H -8.029067 4.788755 6.491996 -0.259 0.098 -0.127
H -7.748292 4.780986 8.206226 0.097 -0.498 0.209
C -2.842395 -0.597812 -4.881046 0.641 -1.214 0.008
O -2.987785 -0.368018 -3.504711 -0.290 0.968 0.310
C -2.388550 -1.356183 -2.719266 -0.530 -2.182 -0.337
C -2.858284 -1.306118 -1.290373 -0.606 1.530 -0.157
N -4.144109 -1.956537 -1.031166 -0.865 -0.451 -1.096
C -4.053760 -3.440081 -1.103028 0.225 1.321 -0.473
C -5.256449 -4.197312 -0.679332 -1.540 0.239 1.137
O -6.477175 -3.986041 -1.426069 1.206 0.129 -0.541
C -7.504814 -4.861232 -1.053073 0.264 -1.155 0.259
H -3.201645 0.251265 -5.453921 0.227 0.295 0.125
H -3.467296 -1.461055 -5.166095 0.283 0.044 -0.076
H -1.761283 -0.848103 -5.074958 -0.969 0.285 -0.331
H -1.316072 -1.383889 -2.785119 0.833 0.599 -0.080
H -2.668531 -2.363644 -3.110983 0.014 0.418 -0.041
H -2.920363 -0.223990 -1.047343 -0.309 -0.416 0.071
H -2.070601 -1.630894 -0.630250 0.175 -0.733 0.309
H -4.851495 -1.643953 -1.745374 0.908 -0.130 1.059
H -3.274758 -3.678124 -0.389876 0.227 -0.469 0.141
H -3.759082 -3.840904 -2.081335 0.191 0.254 -0.164
H -5.487526 -4.015388 0.364105 -0.112 0.594 0.453
H -4.939167 -5.215921 -0.591260 -0.203 -1.096 -0.755
H -7.849239 -4.669264 -0.040950 -0.399 0.492 0.255
H -7.138847 -5.908476 -0.958013 -0.067 0.347 -0.499
H -8.338869 -4.838012 -1.778346 0.530 0.233 0.361
C 1.036923 13.072083 -0.152873 -0.502 -1.128 0.858
O 0.643332 11.821070 0.423871 -0.471 -0.629 -1.892
C 0.312163 10.868505 -0.637741 -1.378 -0.197 1.843
C -0.522523 9.682413 -0.021549 1.173 2.200 -0.930
N -1.840268 10.177814 0.380122 0.588 -0.114 -1.351
C -2.678533 9.087563 0.732275 -0.275 -1.205 0.939
C -3.105212 8.143658 -0.392559 -1.606 0.897 -0.028
O -2.117215 7.260841 -0.804993 1.185 -0.348 -0.823
C -2.287052 6.786477 -2.161305 -0.513 1.339 1.149
H 1.903961 12.918400 -0.766211 0.610 0.185 -0.408
H 1.242502 13.676183 0.702270 0.426 0.715 0.360
H 0.239207 13.528643 -0.722218 -0.336 0.055 -0.307
H 1.194796 10.500508 -1.151766 0.418 0.009 0.081
H -0.384243 11.298837 -1.389734 0.487 0.203 0.412
H -0.006939 9.175194 0.800995 0.186 -0.052 -0.056
H -0.560210 9.029288 -0.898037 -0.603 -0.330 0.480
H -1.816313 10.777330 1.187005 0.643 0.383 0.008
H -3.572208 9.558699 1.225421 0.589 -1.028 -0.325
H -2.089731 8.414125 1.417286 -0.880 0.298 0.183
H -3.496495 8.761802 -1.246254 0.221 -0.518 0.504
H -3.914655 7.522779 0.032132 -0.240 0.358 -0.268
H -2.292660 7.687248 -2.844226 -0.079 -1.091 0.380
H -3.235172 6.232534 -2.182902 0.111 0.096 -0.521
H -1.450677 6.131233 -2.335223 0.244 -0.200 -0.321
C 4.125883 -3.782090 -10.821461 0.624 0.601 0.079
O 3.667580 -2.824209 -9.911742 -1.154 -1.212 0.969
C 3.127617 -3.500192 -8.752314 0.576 2.345 -0.857
C 2.516021 -2.370907 -7.953069 -1.537 0.278 -0.221
N 2.209918 -2.800470 -6.633794 -0.019 -0.717 1.944
C 1.373243 -1.894736 -5.824061 0.549 -0.656 0.924
C 1.111842 -2.364706 -4.346772 -1.014 -0.283 -2.062
O 0.341458 -3.540055 -4.380339 -0.104 -0.835 0.405
C 0.288199 -4.245679 -3.129979 0.015 0.687 -0.484
H 3.417873 -4.509152 -11.198249 -0.478 -0.567 0.702
H 5.064679 -4.199577 -10.447172 -0.108 -0.461 -0.259
H 4.286305 -3.188868 -11.666262 0.985 0.707 -1.646
H 3.940749 -4.017034 -8.266699 0.128 -0.382 0.479
H 2.314384 -4.148705 -9.055533 0.008 -0.586 -0.056
H 1.580054 -2.129397 -8.507523 0.197 0.207 0.026
H 3.047390 -1.430114 -7.901346 0.777 -0.028 -0.255
H 1.743176 -3.696074 -6.714339 -0.107 -0.066 0.403
H 0.451582 -1.772351 -6.369477 -0.851 0.511 0.105
H 1.878893 -0.944116 -5.676445 0.042 0.251 -0.485
H 0.533022 -1.647362 -3.777304 0.146 0.738 -0.066
H 2.026423 -2.550912 -3.850939 1.350 -0.113 0.569
H -0.148867 -3.625800 -2.304711 0.068 -0.406 -0.616
H 1.290342 -4.553961 -2.798880 -0.122 0.074 -0.229
H -0.305516 -5.124759 -3.379878 -0.055 0.011 0.517
C -0.030553 1.484920 -5.028207 -0.221 0.076 0.160
O 1.347915 1.321563 -4.797576 0.649 0.352 -0.453
C 2.130557 2.102847 -5.750580 -0.722 0.666 1.382
C 1.788750 3.614096 -5.626957 0.761 -1.181 -1.254
N 2.095718 4.100726 -4.286859 -1.182 -0.722 -1.180
C 1.500914 5.434096 -4.163314 0.228 -0.230 1.329
C 1.676877 5.816520 -2.706207 -0.032 0.847 0.055
O 0.725051 5.082669 -1.983785 -0.754 0.254 0.640
C 0.671454 5.434927 -0.596972 0.033 -0.444 -0.262
H -0.339971 2.504679 -4.779802 -0.226 -0.015 -0.176
H -0.611518 0.823403 -4.396965 0.247 -0.207 0.397
H -0.314256 1.228666 -6.052976 0.098 0.214 -0.237
H 1.888736 1.732658 -6.746884 0.346 0.010 -0.206
H 3.187460 1.995636 -5.450322 -0.530 -0.328 -0.393
H 0.742837 3.776465 -5.933127 0.082 0.110 0.182
H 2.389317 4.107282 -6.403345 0.076 0.172 0.288
H 1.489191 3.458777 -3.733572 0.815 0.763 0.262
H 0.440901 5.345192 -4.386486 -0.469 0.327 0.085
H 1.878581 6.214058 -4.827730 0.587 -0.450 -0.106
H 1.591355 6.909140 -2.563271 -0.470 -0.178 0.051
H 2.661417 5.573288 -2.304729 0.424 -0.167 -0.368
H -0.244436 5.003162 -0.176949 0.208 0.081 -0.131
H 0.647874 6.515362 -0.443370 -0.074 0.075 -0.147
H 1.541319 5.012281 -0.091429 0.015 0.101 0.142
C 5.872828 3.921359 -0.570495 0.427 -1.116 -0.661
O 5.608989 2.511911 -0.809696 0.229 1.290 0.267
C 4.687635 2.230322 -1.828822 0.086 -0.421 -0.587
C 5.171363 2.567356 -3.227858 0.537 -1.031 -0.806
N 5.145563 3.975552 -3.557453 -1.218 0.297 -0.107
C 5.915030 4.362454 -4.737782 1.083 -1.112 1.111
C 5.713085 5.790522 -5.064806 -1.745 0.799 -0.464
O 6.587274 6.261419 -6.046853 0.927 0.486 -0.371
C 7.679880 6.890436 -5.421214 1.050 1.703 -0.704
H 5.011587 4.539697 -0.787989 -0.512 0.033 0.466
H 6.642749 4.339272 -1.227800 0.106 -0.409 -0.081
H 6.247359 3.932210 0.441977 -0.215 0.427 0.389
H 3.694865 2.664108 -1.639109 0.118 0.224 0.048
H 4.592646 1.142876 -1.809633 -0.215 0.006 0.038
H 4.546209 1.960218 -3.949292 0.412 0.349 0.526
H 6.199025 2.165597 -3.344247 -0.330 0.229 0.149
H 4.136483 4.118201 -3.743007 0.613 0.497 0.001
H 5.776209 3.718898 -5.602284 -0.322 -0.131 -0.364
H 6.981569 4.236555 -4.478174 -0.165 -0.073 -0.032
H 5.801347 6.429006 -4.190725 -0.099 -0.102 0.457
H 4.690280 5.948840 -5.465264 0.258 -0.108 0.190
H 8.319558 6.182174 -4.889178 -0.212 0.104 0.399
H 7.355908 7.774117 -4.815365 0.001 -0.994 0.212
H 8.362454 7.426400 -6.133418 -0.760 -0.952 -0.101
C 0.252230 -5.020635 6.790059 0.424 1.751 -0.252
O -0.144805 -3.717782 6.280934 1.358 -0.963 0.371
C -1.510153 -3.507793 6.373144 -0.847 -0.509 1.267
C -1.898907 -2.308816 5.537628 -0.210 0.053 -1.055
N -1.823423 -1.067907 6.279564 0.094 0.010 0.110
C -2.261191 0.215185 5.708666 -0.916 -1.121 -0.308
C -2.067499 1.295959 6.724541 -0.284 0.044 -1.329
O -0.722774 1.562043 6.958835 0.610 0.470 0.365
C -0.487381 2.454396 8.053157 -0.054 -1.112 -0.335
H -0.025136 -5.804702 6.105782 -0.262 -0.377 -0.401
H -0.232738 -5.173711 7.750690 0.187 -0.168 0.297
H 1.354749 -4.982185 6.864804 -0.607 -0.110 0.195
H -1.847209 -3.419230 7.449180 0.399 0.460 -0.764
H -2.011294 -4.438006 6.086223 -0.346 0.009 -0.710
H -2.888244 -2.492817 5.147295 -0.653 0.158 -0.052
H -1.231007 -2.304136 4.637222 -0.270 -0.060 0.387
H -0.839452 -0.989758 6.384943 1.229 0.489 0.744
H -3.367386 0.164934 5.615609 0.531 0.019 -0.313
H -1.846097 0.463827 4.727456 0.106 -0.035 0.190
H -2.595698 0.897544 7.544811 -0.342 -0.179 1.858
H -2.614662 2.155626 6.360317 -0.103 0.380 0.105
H 0.589759 2.318914 8.283040 -0.663 0.686 -0.087
H -1.073893 2.093139 8.900700 0.063 0.076 0.282
H -0.830067 3.478652 7.831463 0.543 -0.171 -0.035
C -0.769317 1.766833 -1.239119 -0.463 1.384 -0.066
O 0.179406 0.914839 -0.706253 0.160 0.391 1.607
C 1.059433 0.424212 -1.643950 -0.533 -2.126 -1.410
C 1.865447 -0.622477 -0.911494 0.711 -0.002 0.706
N 0.952076 -1.543555 -0.240378 1.595 -1.749 -1.428
C 1.625050 -2.623950 0.500475 -0.010 0.915 1.342
C 0.580030 -3.353360 1.356807 0.795 -1.815 -0.146
O 1.299350 -4.257369 2.259259 -1.092 0.695 -0.850
C 0.433904 -4.849297 3.216058 -0.043 -0.419 -0.221
H -1.249965 2.269995 -0.390119 -0.463 -0.485 -0.191
H -1.461591 1.182600 -1.869928 -0.015 0.639 0.093
H -0.305489 2.634330 -1.770499 -0.136 -0.718 -0.228
H 1.624467 1.232176 -2.101887 0.306 -0.051 -0.243
H 0.433168 -0.148078 -2.407350 0.832 0.930 0.341
H 2.465671 -0.098023 -0.158738 0.264 0.109 0.116
H 2.604942 -1.177820 -1.493229 -0.320 0.109 -0.468
H 0.411008 -1.005502 0.357340 -1.341 0.977 1.484
H 2.417237 -2.278330 1.237739 -0.553 -0.013 -0.851
H 2.113123 -3.318316 -0.194759 -0.200 0.095 0.100
H 0.008426 -3.994495 0.636599 -0.228 0.568 0.734
H -0.069785 -2.721876 1.993042 0.201 0.111 -0.618
H -0.033494 -4.097336 3.854446 -0.086 -0.017 -0.013
H 1.076771 -5.471997 3.822011 0.124 -0.131 0.377
H -0.362518 -5.538213 2.827660 0.537 0.704 -0.196
C 1.871870 0.438835 5.476189 -0.040 0.683 -1.189
O 1.447390 -0.885595 5.558527 0.377 -1.305 0.047
C 1.709967 -1.668388 4.402450 0.515 1.307 -0.799
C 3.175354 -1.909193 3.974254 0.280 -0.409 0.996
N 3.851895 -0.814841 3.284498 0.873 -0.281 0.598
C 5.206550 -1.270909 2.904239 -1.182 0.022 -0.045
C 5.956691 -0.165045 2.200273 -2.312 -0.003 -0.208
O 7.043193 -0.638028 1.510237 -0.213 -1.597 0.506
C 7.748601 0.342712 0.901822 2.244 2.144 -0.321
H 1.361259 0.934562 6.290322 0.211 0.419 -0.021
H 1.595133 0.862556 4.485444 -0.407 -0.028 0.554
H 2.952567 0.580726 5.453392 0.251 -0.299 0.594
H 1.223485 -1.135125 3.562195 0.006 -0.284 -0.050
H 1.230402 -2.615286 4.542171 -0.192 -0.424 0.309
H 3.170943 -2.895470 3.424403 0.092 0.826 0.086
H 3.838443 -2.065337 4.859712 -0.785 -0.223 -0.215
H 3.364267 -0.474936 2.480384 -0.564 0.065 -0.504
H 5.064449 -2.119622 2.241364 0.462 -0.416 -0.438
H 5.686627 -1.651409 3.800347 0.332 0.136 0.133
H 6.155808 0.629644 2.896541 0.655 0.500 0.475
H 5.217024 0.270849 1.491139 0.243 0.078 0.017
H 7.278672 0.904936 0.087118 -0.522 -0.381 -0.049
H 8.679834 -0.084028 0.530418 -0.044 -0.110 -0.157
H 8.063220 1.132751 1.624082 -0.164 -0.317 -0.117
C 2.742616 2.775950 0.891107 -0.330 -0.307 1.377
C 2.149705 2.238199 2.228541 -0.164 1.213 -1.858
C 1.134992 3.249182 2.750739 -0.462 -0.146 -0.144
O 1.611250 0.932638 2.038137 -0.170 0.227 -0.173
H 3.478626 2.054796 0.580522 0.235 -0.220 -0.581
H 3.270918 3.740567 1.036908 -0.523 -0.423 -0.142
H 1.883541 2.846239 0.218822 0.392 0.162 -0.404
H 2.969664 2.096602 2.882862 0.668 0.003 1.138
H 1.596393 4.235780 2.905759 -0.061 -0.371 0.195
H 0.720652 2.840568 3.659167 -0.158 0.242 0.642
H 0.253175 3.422789 2.088744 0.737 -0.338 -0.003
H 1.160871 0.954896 1.184186 -0.288 -0.057 -0.153
C 3.230314 -10.372393 4.164226 0.629 -0.012 0.606
C 4.182970 -9.399978 4.847279 0.248 0.455 0.453
C 3.441717 -8.225914 5.538685 -0.344 -0.176 -0.206
O 4.950793 -10.137038 5.803713 -0.118 -0.246 -0.026
H 3.810918 -11.249134 3.833465 -0.318 0.536 -0.470
H 2.690197 -9.815152 3.402515 0.074 -0.402 -0.443
H 2.512624 -10.768875 4.868941 -0.307 0.042 0.374
H 4.866880 -9.027901 4.066107 -0.132 0.152 0.219
H 4.028668 -7.689465 6.317181 -0.065 -0.289 -0.822
H 2.564496 -8.628295 6.071941 0.209 0.072 -0.168
H 3.062918 -7.524602 4.764588 0.278 -0.181 0.531
H 5.705462 -9.617462 6.101347 -0.182 0.077 -0.108
C 1.459609 -6.435363 -0.786029 -0.127 -0.447 0.087
C 2.298504 -7.445538 -0.063671 -0.068 -0.243 0.806
C 2.728629 -6.983549 1.330501 -0.169 0.534 -1.482
O 1.552758 -8.666973 0.008814 0.384 -0.123 0.128
H 1.106712 -6.954012 -1.675447 -0.203 0.381 -0.289
H 2.052631 -5.582559 -1.052591 0.139 0.567 -0.165
H 0.615570 -6.138442 -0.159796 -0.084 0.137 -0.076
H 3.199735 -7.622025 -0.649509 0.072 -0.307 -0.107
H 3.368905 -7.689343 1.786427 0.551 -0.958 0.622
H 1.880219 -6.745716 1.937305 -0.541 -0.013 0.474
H 3.292527 -6.068802 1.207059 0.192 0.387 0.104
H 0.628655 -8.452697 -0.151469 -0.145 -0.108 0.140
```
Forces are in eV/Å.

Largest force on an atom (eV/A): 3.15
Gap between HOMO and LUMO (eV): 8.755
LUMO energy (eV): 0.5
ΔE to the lowest compared entry with this formula, charge and spin (eV): 0.000